The following is a quantum chemistry calculation of a cluster of 2 separate species, C2H7NO2 in total at a distorted geometry, from the Open Molecules 2025 dataset.

Gap between HOMO and LUMO ... 10.8 eV
Maximum force ... 6.2 eV/A
Energy above the lowest of the compared OMol25 structures with the same formula, charge and spin ... 39.1 kcal per mole
SMILES string ... CC(N)=O.O

Positions of all 12 atoms, in Å:
1 O -1.00005 0.28547 0.03340
2 O -0.10286 2.93337 1.15232
3 H -0.56031 -1.70817 1.47234
4 H -0.34535 3.38153 0.36865
5 H 1.38255 -0.76365 -1.77476
6 C 0.01072 -1.84788 0.46344
7 H 1.01560 -2.11754 0.56857
8 H -0.22639 -2.53962 -0.17345
9 H -1.04157 2.47891 1.16733
10 C -0.21641 -0.57130 -0.26657
11 N 0.47148 -0.26432 -1.44233
12 H 0.61260 0.73321 -1.56894

Mulliken population analysis, charges in e, atoms 1 to 4:
1. O -0.56
2. O -0.63
3. H 0.24
4. H 0.29